# 1
50
Properties=species:S:1:pos:R:3:forces:R:3:lowdin_charge:R:1 method="wB97M-V/def2-TZVPD" homo_lumo_gap_ev=6.890 e_lumo_ha=0.073 largest_force_ev_per_a=0.36 total_charge=-1
O -1.26096 -7.10691 0.26437 -0.32 0.00 0.16 -0.419
Ga 0.53857 -7.09119 -0.19026 0.16 -0.13 0.04 -0.082
Cl 0.52004 -7.68890 -2.39765 0.01 -0.03 -0.17 -0.150
H -1.79483 -7.48157 -0.44140 0.10 0.05 0.01 -0.044
H 1.08629 -5.61219 -0.06659 0.08 0.12 0.02 -0.116
H 1.33776 -8.23989 0.57596 0.01 0.01 0.01 -0.129
N -1.67366 -3.32070 -0.26878 0.04 -0.05 -0.11 0.077
C -2.06670 -2.05434 -0.38129 0.02 0.06 0.16 -0.169
C -2.58618 -1.30992 0.66916 -0.03 -0.04 0.05 -0.085
C -2.73407 -1.93161 1.90168 0.07 0.01 -0.11 -0.096
C -2.34143 -3.25437 2.02057 0.07 -0.12 0.08 -0.075
C -1.80200 -3.91533 0.91829 -0.04 0.27 0.09 -0.131
H -1.94607 -1.58255 -1.35064 -0.04 -0.06 -0.04 0.074
H -2.85938 -0.27394 0.51489 -0.07 -0.06 0.02 0.073
H -3.13271 -1.38976 2.75151 -0.02 -0.01 -0.01 0.096
H -2.42936 -3.78436 2.96148 -0.01 0.03 -0.02 0.096
H -1.46053 -4.94321 0.99864 -0.08 -0.04 -0.20 0.068
N -0.64926 0.35387 -2.51552 -0.14 -0.04 0.11 0.060
C -0.47531 1.60150 -2.94586 0.18 -0.03 -0.10 -0.171
C 0.73669 2.07863 -3.42601 -0.02 -0.05 -0.03 -0.091
C 1.82137 1.21345 -3.45172 -0.04 -0.03 -0.02 -0.095
C 1.64763 -0.08826 -3.00804 -0.03 0.02 -0.01 -0.078
C 0.39257 -0.47687 -2.55109 0.12 0.18 -0.01 -0.129
H -1.34175 2.25505 -2.90796 -0.01 -0.06 0.03 0.103
H 0.82327 3.10415 -3.76170 0.02 -0.02 0.01 0.100
H 2.79070 1.55212 -3.79695 -0.02 -0.01 -0.01 0.109
H 2.47030 -0.79172 -2.99706 -0.04 -0.01 -0.04 0.109
H 0.22906 -1.48732 -2.18946 -0.05 0.02 0.00 0.107
N -3.11694 2.66296 0.98198 -0.05 0.04 -0.06 0.059
C -3.43005 3.29811 2.11010 0.15 -0.04 0.03 -0.160
C -2.52208 3.53081 3.13435 -0.01 -0.01 -0.02 -0.082
C -1.21919 3.08030 2.98027 -0.03 0.00 -0.04 -0.080
C -0.88161 2.42117 1.80916 -0.03 -0.04 -0.01 -0.064
C -1.86272 2.23685 0.84190 0.06 0.04 0.12 -0.161
H -4.45667 3.63624 2.20844 0.01 -0.03 -0.05 0.100
H -2.83876 4.04678 4.03165 0.02 -0.01 -0.01 0.096
H -0.48358 3.23365 3.76046 -0.01 0.00 -0.02 0.104
H 0.11524 2.03386 1.64639 0.01 0.02 0.01 0.093
H -1.62534 1.70616 -0.07553 -0.05 0.03 0.00 0.086
N 4.52666 1.48075 0.16923 0.04 0.01 0.05 0.060
C 4.88471 2.69117 0.59645 -0.14 0.04 -0.05 -0.161
C 4.03053 3.78585 0.60211 0.01 -0.03 -0.01 -0.081
C 2.73446 3.61889 0.13426 0.03 -0.02 0.01 -0.079
C 2.35194 2.36489 -0.31217 -0.02 -0.06 0.02 -0.082
C 3.27901 1.33006 -0.26889 -0.01 0.11 0.03 -0.143
H 5.90402 2.79807 0.95353 -0.01 -0.05 -0.02 0.099
H 4.38131 4.74392 0.96362 -0.02 -0.01 -0.01 0.096
H 2.03833 4.44923 0.11791 0.01 -0.02 0.01 0.105
H 1.36015 2.17440 -0.70321 0.02 0.04 0.06 0.086
H 2.99054 0.34203 -0.61059 0.10 0.00 0.05 0.099


# 2
13
Properties=species:S:1:pos:R:3:forces:R:3:lowdin_charge:R:1 method="wB97M-V/def2-TZVPD" smiles="S=CS[C@@H]1C[C@@H]1S" homo_lumo_gap_ev=8.512 e_lumo_ha=-0.010 largest_force_ev_per_a=3.09
C -1.37096 0.29868 0.75276 -1.70 1.46 0.60 -0.676
C -2.08379 -1.04658 0.57441 0.74 0.42 -1.24 -0.139
C -0.58478 -0.91089 0.68031 0.55 -2.01 2.28 -0.696
C 1.80639 -0.47320 -0.38333 0.55 0.84 -0.66 -1.061
H -0.19012 1.99745 -0.40198 -0.30 -0.21 0.02 -0.160
H -1.55716 0.84736 1.70062 0.46 -0.86 -0.56 0.115
H -2.36430 -1.35552 -0.43635 -0.48 0.41 0.39 0.098
H -2.62169 -1.48782 1.39512 0.00 0.04 0.10 0.101
H -0.16440 -1.41933 1.57783 -0.20 1.04 -0.44 0.128
H 2.52847 -0.81769 -1.11656 0.39 -0.04 0.05 0.002
S -1.39959 1.43040 -0.63228 0.05 0.15 -0.14 0.733
S 0.38883 -1.31443 -0.68600 -0.13 -0.97 -0.75 0.929
S 2.12127 0.82325 0.53931 0.08 -0.27 0.36 0.625


# 3
10
Properties=species:S:1:pos:R:3:forces:R:3:lowdin_charge:R:1 method="wB97M-V/def2-TZVPD" homo_lumo_gap_ev="8.508 / 8.771" e_lumo_ha="0.006 / 0.007" largest_force_ev_per_a=4.94
C 0.91489 -0.44166 -0.10051 3.51 3.36 -0.89 -0.160
C 0.31409 -1.50155 0.06782 -3.66 -0.93 -0.06 0.153
C 0.10913 0.88918 -0.31687 0.70 1.39 1.23 -0.194
N -1.16995 0.64856 0.27519 1.14 0.18 0.03 -0.168
O -1.54558 -0.51106 -0.25469 0.66 -1.12 1.11 -0.175
H 2.01221 -0.34091 -0.16964 -0.57 0.04 0.27 0.119
H -0.29866 -2.22133 0.48012 -0.39 -1.76 0.27 0.059
H 0.65420 1.79871 0.05467 -0.46 -0.92 0.35 0.127
H 0.05924 1.08587 -1.35570 -0.49 -0.26 -1.23 0.098
H -1.04958 0.59419 1.31961 -0.44 0.02 -1.08 0.141


# 4
7
Properties=species:S:1:pos:R:3:forces:R:3:lowdin_charge:R:1 method="wB97M-V/def2-TZVPD" spin_multiplicity=5 s_squared=6.047 homo_lumo_gap_ev="10.260 / 4.536" e_lumo_ha="-0.357 / -0.505" largest_force_ev_per_a=4.11 total_charge=+2
C -2.43890 -0.48105 -0.09529 -3.52 -2.12 -0.09 0.367
H -3.34876 -1.05709 -0.11687 -0.08 -0.22 -0.03 0.129
C -1.46931 0.23837 -0.05841 2.98 2.06 0.08 0.379
O 0.24522 1.37401 0.07850 2.64 1.20 0.19 0.214
C 1.34659 0.93445 0.09359 -3.37 -2.14 -0.30 -0.176
Co 3.59418 -1.01288 0.03776 1.81 -1.11 0.00 0.958
O 2.07099 0.00419 0.06072 -0.46 2.33 0.15 0.130


# 5
21
Properties=species:S:1:pos:R:3:forces:R:3:lowdin_charge:R:1 method="wB97M-V/def2-TZVPD" smiles="CN1C=[NH+][C@H](N)[C@H]1C(N)=O" homo_lumo_gap_ev=10.793 e_lumo_ha=-0.111 largest_force_ev_per_a=2.47 total_charge=+1
C -1.01889 1.23000 -0.82008 -0.17 -0.10 -0.14 -0.029
C 1.62838 -0.47700 -0.23878 -0.47 0.18 0.43 -0.525
C 0.25984 -0.18675 0.41389 -1.24 -1.53 -1.50 -0.072
C -0.91902 -1.06294 -0.44187 1.82 1.03 1.29 -0.261
C 0.52874 2.27299 0.77519 0.44 0.64 0.31 0.016
N -0.13137 1.17314 0.13041 -0.15 -0.33 -0.07 -0.094
N -1.47056 0.06005 -1.22016 0.04 0.01 -0.13 0.133
N 2.25011 -1.56682 0.22645 0.29 -0.29 -0.01 0.203
N -1.80241 -1.70788 0.43289 -0.32 -0.20 0.18 0.084
O 2.03567 0.23384 -1.12390 0.08 0.22 -0.31 0.100
H -1.37374 2.16039 -1.23701 0.01 0.10 0.02 0.177
H 0.21564 -0.43244 1.47489 -0.08 0.04 -0.05 0.158
H -0.43157 -1.78534 -1.09936 -0.09 0.14 0.07 0.159
H 0.28011 2.28342 1.83795 -0.02 0.01 -0.06 0.110
H 1.61179 2.17143 0.66400 -0.17 0.00 -0.08 0.110
H 0.21757 3.21334 0.32565 -0.02 -0.03 0.00 0.109
H -2.18536 -0.07198 -1.91934 0.03 0.19 0.00 0.169
H 1.89689 -2.12513 0.98223 -0.04 0.01 0.05 0.119
H 3.13226 -1.82019 -0.19209 -0.03 -0.04 0.03 0.133
H -2.33947 -2.46740 0.03959 0.04 0.02 -0.02 0.099
H -2.38463 -1.09473 0.98947 0.04 -0.07 -0.03 0.103


# 6
15
Properties=species:S:1:pos:R:3:forces:R:3:lowdin_charge:R:1 method="wB97M-V/def2-TZVPD" smiles=C1CO[C@@H]2C[C@@H]2O1 homo_lumo_gap_ev=10.405 e_lumo_ha=0.040 largest_force_ev_per_a=0.31
C -0.11577 -0.61660 1.83737 -0.05 -0.09 0.15 -0.015
C 0.58485 -0.92175 0.54741 0.17 -0.01 0.09 -0.275
O -0.19676 -1.26247 -0.56057 0.04 -0.05 0.05 -0.073
C -0.03384 -0.25270 -1.54270 0.03 0.18 -0.15 -0.174
C -0.69382 1.03591 -1.06389 -0.09 -0.04 -0.29 -0.159
O -0.47548 1.30427 0.31739 0.01 0.03 0.06 -0.074
C 0.43788 0.50170 0.99806 0.19 0.01 0.11 -0.267
H -1.19658 -0.73126 1.84368 0.19 0.06 -0.06 0.123
H 0.38741 -0.85518 2.76968 -0.05 -0.01 -0.17 0.105
H 1.57266 -1.39199 0.56447 -0.25 0.11 -0.01 0.152
H -0.51259 -0.60261 -2.46323 0.07 0.09 0.17 0.130
H 1.03658 -0.09418 -1.74905 -0.16 -0.07 0.06 0.130
H -0.33287 1.88627 -1.65852 -0.03 -0.11 0.07 0.123
H -1.77983 0.96421 -1.19855 0.15 -0.01 0.03 0.125
H 1.31816 1.03637 1.35843 -0.20 -0.09 -0.10 0.150


# 7
16
Properties=species:S:1:pos:R:3:forces:R:3:lowdin_charge:R:1 method="wB97M-V/def2-TZVPD" smiles=CC.CC homo_lumo_gap_ev=12.015 e_lumo_ha=0.038 largest_force_ev_per_a=4.08
C -0.53795 -0.01961 2.87664 2.13 -1.25 1.72 -0.204
C -0.40214 -0.29827 1.35256 -0.30 0.63 1.45 -0.219
H 0.49968 0.08140 3.33543 -0.81 -0.03 -0.76 0.059
H -0.96605 0.98692 3.15660 -0.35 -1.51 -0.36 0.072
H -0.83875 -0.98222 3.46529 -0.53 2.10 -0.95 0.085
H -0.09737 -1.38214 1.16072 -0.15 1.72 0.11 0.092
H 0.29512 0.50499 0.97860 -0.71 -1.37 0.08 0.054
H -1.41300 -0.11106 0.95476 0.53 -0.29 -0.42 0.066
C 0.54834 -0.05380 -2.90006 -2.45 -1.36 2.97 -0.147
C 0.38710 0.37943 -1.42650 1.61 1.20 1.69 -0.211
H -0.48640 0.12199 -3.22268 0.76 -0.29 -1.21 0.073
H 1.34038 0.28729 -3.44898 1.57 1.62 -1.50 0.025
H 0.73970 -1.11494 -2.78090 -0.27 -0.37 -0.67 0.057
H -0.51174 0.98920 -1.30040 -0.08 -0.25 0.00 0.051
H 0.26730 -0.54522 -0.78260 0.35 1.46 -0.89 0.038
H 1.19902 1.11728 -0.93175 -1.31 -2.01 -1.27 0.109


The evaluated energy for the records listed, in turn: -3455.2391, -1350.5109, -247.0995, -1647.0911, -491.1870, -345.7245, -159.5272 Ha.